Computed, not measured: a 9-piece molecular cluster, C53H87BN12O10PS2 overall, with wB97M-V/def2-TZVPD.

## Properties
HOMO in hartree: -0.1769
Charge: -1

```
166
C53H87BN12O10PS2 wB97M-V/def2-TZVPD
C 0.5047 -3.6621 0.1043
C -0.4364 -2.4689 -0.0756
C 0.0591 -1.4077 -1.0896
C 0.5880 -0.0906 -0.4789
S 1.8646 -0.7219 0.6819
N 1.1937 0.8252 -1.5122
C 0.4414 0.8743 -2.7732
C 0.6468 2.2017 -3.5282
C 2.6096 0.6104 -1.8190
C 3.5251 1.5400 -1.0057
O 3.8768 2.6283 -1.8966
C 4.7705 0.8904 -0.3878
N 4.8624 1.2593 1.0259
C -0.5484 0.7187 0.3630
C -1.9480 0.4452 -0.2287
C -3.0998 1.3486 0.1909
C -4.4049 0.8128 -0.3933
C -5.5983 1.7483 -0.1710
S -6.3889 1.4313 1.3933
O -6.1376 0.0811 1.8261
O -6.0879 2.5131 2.2833
O -7.9336 1.5177 0.9854
O -0.5528 0.1858 1.6418
C -0.6141 0.8015 2.9348
C -2.0226 1.0852 3.4713
C -3.0013 -0.0750 3.6277
O -3.2389 -0.7957 2.4066
C -4.3219 0.4350 4.2067
N -5.2239 -0.5809 4.7424
B 0.4012 1.9847 3.2682
O 1.5760 2.1289 2.5059
O 0.1558 2.9214 4.2594
C 0.3649 4.2945 3.9545
C 1.6477 4.8250 4.5950
C 0.0342 -0.3079 3.9049
O -0.0602 -1.4756 3.5794
O 0.5778 0.2288 4.8917
P -0.2169 2.5524 0.2118
N -0.9755 3.5565 1.1645
H 0.0003 -4.5263 0.5360
H 1.3429 -3.3900 0.7490
H 0.9460 -3.9384 -0.8615
H -1.3923 -2.8494 -0.4588
H -0.6591 -2.0217 0.8981
H 0.8914 -1.8233 -1.6742
H -0.7402 -1.2159 -1.8035
H 2.4451 0.4382 0.9893
H 0.7117 0.0366 -3.4355
H -0.6151 0.7442 -2.5686
H 0.8890 2.0365 -4.5794
H -0.2313 2.8463 -3.4526
H 1.4761 2.7579 -3.0821
H 2.9083 -0.4369 -1.7324
H 2.7623 0.8936 -2.8658
H 2.9387 1.9531 -0.1822
H 4.0637 3.3832 -1.3276
H 4.6896 -0.1991 -0.4448
H 5.6541 1.1901 -0.9675
H 5.7259 0.9639 1.4577
H 4.7316 2.2510 1.1771
H -2.1884 -0.5757 0.0860
H -1.9272 0.4550 -1.3203
H -3.2014 1.3486 1.2792
H -2.9429 2.3845 -0.1312
H -4.3137 0.5798 -1.4597
H -4.6158 -0.1409 0.0985
H -6.3487 1.6345 -0.9526
H -5.2928 2.7937 -0.1131
H -8.3920 0.7724 1.4058
H -1.8014 1.4414 4.4846
H -2.5377 1.9129 2.9631
H -2.5915 -0.7974 4.3430
H -4.1413 -0.5982 2.1264
H -4.8646 1.0052 3.4420
H -4.0795 1.1461 5.0043
H -5.7451 -1.0464 4.0106
H -4.6982 -1.2851 5.2456
H 2.3279 2.1677 3.1099
H -0.5038 4.8419 4.3311
H 0.3902 4.4517 2.8721
H 1.8662 4.2774 5.5130
H 2.4964 4.7192 3.9109
H 1.5511 5.8905 4.8254
H -0.5365 2.7625 -1.1397
H 1.1579 2.7637 0.2401
H -1.5814 3.0987 1.8332
N -8.2673 -3.5688 4.6614
C -7.8792 -2.5917 3.7860
C -7.9155 -1.3963 4.4520
C -8.3378 -1.6621 5.7830
C -8.5470 -3.0108 5.8814
H -8.3175 -4.5465 4.4477
H -7.6019 -2.8264 2.7726
H -7.6534 -0.4397 4.0317
H -8.4596 -0.9446 6.5765
H -8.8600 -3.6182 6.7133
N 3.9088 -4.7693 1.6291
C 3.9595 -6.1053 1.9074
C 4.5244 -6.7378 0.8307
C 4.8227 -5.7384 -0.1369
C 4.4295 -4.5359 0.3893
H 3.5291 -4.0634 2.2361
H 3.5890 -6.4920 2.8410
H 4.6985 -7.7974 0.7435
H 5.2682 -5.8860 -1.1066
H 4.4682 -3.5372 -0.0118
N -2.6554 0.3471 -5.1422
C -2.5429 -1.0094 -5.0143
C -2.1594 -1.5111 -6.2290
C -2.0367 -0.4105 -7.1233
C -2.3471 0.7231 -6.4196
H -2.9143 0.9745 -4.4027
H -2.7362 -1.5000 -4.0753
H -1.9898 -2.5524 -6.4492
H -1.7510 -0.4458 -8.1617
H -2.3685 1.7574 -6.7165
N 4.1100 6.0376 -2.3445
C 4.4862 6.9339 -3.3092
C 4.2409 8.1913 -2.8279
C 3.6954 8.0470 -1.5226
C 3.6266 6.7071 -1.2534
H 4.1731 5.0396 -2.4233
H 4.8955 6.6094 -4.2510
H 4.4294 9.1128 -3.3526
H 3.3854 8.8365 -0.8593
H 3.2721 6.1785 -0.3846
N 5.5407 3.7287 -4.9819
C 5.8678 2.4171 -4.7865
C 6.4327 1.9543 -5.9455
C 6.4474 3.0334 -6.8729
C 5.8888 4.1157 -6.2469
H 5.1039 4.3156 -4.2984
H 5.6626 1.9345 -3.8464
H 6.7936 0.9531 -6.1118
H 6.8220 3.0153 -7.8826
H 5.7099 5.1192 -6.5932
N 0.2583 -3.9829 -7.2401
C 0.4984 -4.6099 -6.0490
C 0.4465 -5.9604 -6.2696
C 0.1629 -6.1537 -7.6498
C 0.0522 -4.9135 -8.2208
H 0.2314 -2.9875 -7.3694
H 0.6842 -4.0460 -5.1509
H 0.5945 -6.7240 -5.5247
H 0.0520 -7.0945 -8.1626
H -0.1545 -4.6172 -9.2347
N -7.4060 -7.3590 4.1724
C -6.3983 -7.4594 5.0954
C -5.2903 -7.9360 4.4508
C -5.6421 -8.1316 3.0867
C -6.9528 -7.7667 2.9452
H -8.3391 -7.0478 4.3660
H -6.5526 -7.1774 6.1226
H -4.3296 -8.1161 4.9025
H -5.0011 -8.4909 2.2996
H -7.5958 -7.7568 2.0821
N 8.0520 1.8693 3.0888
C 8.4621 2.7581 2.1319
C 8.1501 4.0171 2.5699
C 7.5253 3.8808 3.8408
C 7.4792 2.5442 4.1326
H 8.1495 0.8725 3.0316
H 8.9341 2.4203 1.2253
H 8.3424 4.9337 2.0378
H 7.1480 4.6729 4.4654
H 7.0854 2.0199 4.9860
```

Computed, not measured: a 11-piece molecular cluster, C4H30O13 overall, with wB97M-V/def2-TZVPD.

## Properties
Energy above the lowest of the compared OMol25 structures with the same formula, charge and spin in kcal per mole: 51.91
SMILES: OCCO.OCCO.O.O.O.O.O.O.O.O.O
HOMO in hartree: -0.3598

```
47
C4H30O13 wB97M-V/def2-TZVPD
O -2.7571 -16.8585 12.9194
H -2.1459 -16.9540 13.6772
H -2.4073 -16.2352 12.2909
O -4.1493 -19.8495 12.3611
H -3.6737 -19.8039 11.5389
H -5.0417 -20.1649 12.1466
O 0.2610 -20.9934 10.8945
H 0.0758 -20.1810 11.3439
H -0.6337 -21.3516 10.7125
O -1.1649 -22.5735 13.1060
H -0.4547 -23.0419 12.7562
H -1.6471 -22.6634 12.2950
O -2.3205 -20.2890 16.6133
H -2.7214 -19.7499 15.9131
H -2.6492 -21.1763 16.4179
O 0.5363 -18.5197 11.7538
H 0.2762 -17.7488 11.2590
H 0.5860 -18.1163 12.6159
O -1.6303 -19.8208 13.5433
H -1.2896 -20.6820 13.3035
H -2.5542 -19.9010 13.2437
O -1.2348 -17.3640 14.9450
H -1.6025 -18.2291 14.6329
H -0.2944 -17.4770 14.7549
O -3.9475 -18.5768 14.9568
H -4.0894 -18.7055 14.0475
H -4.2188 -17.6608 15.1317
C -4.1568 -22.3247 14.5972
C -4.5607 -22.9200 13.2377
O -5.9345 -22.8187 12.9212
O -2.9963 -22.9766 15.1189
H -4.8737 -22.4109 15.3880
H -3.9624 -21.2579 14.3721
H -4.2165 -23.9813 13.3185
H -4.0196 -22.4974 12.4332
H -6.0347 -22.2282 12.1719
H -2.2394 -22.7460 14.5730
C 1.4951 -19.8130 15.2589
C 1.8323 -20.8989 16.2084
O 2.9717 -20.4460 16.9336
O 0.8765 -18.8743 16.0712
H 0.7304 -20.1635 14.5795
H 2.3567 -19.3831 14.7496
H 2.1333 -21.7977 15.6780
H 1.0641 -21.2081 16.8360
H 2.6905 -19.6688 17.4294
H 0.1463 -19.2875 16.4821
```

Computed, not measured: a 2-piece molecular cluster, C7H14NO overall, with wB97M-V/def2-TZVPD.

## Properties
Energy above the lowest of the compared OMol25 structures with the same formula, charge and spin in kcal per mole: 70.15
HOMO in hartree: -0.5440
Charge: +1

```
23
C7H14NO wB97M-V/def2-TZVPD
C -0.9928 -1.1206 -0.6729
C -0.1534 -0.6092 0.0247
C -1.9076 -1.8060 -1.5644
C 2.0132 -0.6798 -2.0563
C -2.1449 -0.7013 2.6328
C 1.7261 0.7183 -1.5327
C 0.8599 0.1707 0.6421
N 0.8916 0.2867 1.9241
O 1.7536 0.7958 -0.0990
H -1.5183 -2.7312 -1.9751
H -2.9024 -2.1046 -1.1493
H -2.1046 -1.2201 -2.3841
H 1.1709 -1.3244 -1.9297
H 2.2867 -0.6670 -3.0956
H 2.9175 -0.9663 -1.5466
H -2.3891 -1.6134 2.0950
H -1.6813 0.0866 1.9428
H -2.9893 -0.3413 3.1922
H 0.8159 1.2178 -2.0661
H 2.6560 1.2767 -1.7513
H 1.5991 0.8445 2.4692
H -1.4202 -1.1061 3.3651
H 0.1042 -0.1448 2.3872
```

Computed, not measured: an isolated ion of composition C35H50N11O8 and charge +1, with wB97M-V/def2-TZVPD.

## Properties
Energy above the lowest of the compared OMol25 structures with the same formula, charge and spin in kcal per mole: 1.75
HOMO in hartree: -0.3985
Charge: +1

```
104
C35H50N11O8 wB97M-V/def2-TZVPD
C -6.9089 -2.3927 1.0672
C -5.7399 -2.1532 1.1594
C -4.3393 -1.7834 1.2821
H -4.0371 -1.8746 2.3375
O -4.0620 -0.4711 0.8066
C -4.7463 0.5450 1.5186
C -4.5597 1.8732 0.8011
H -5.3062 2.5833 1.1781
H -4.7186 1.7231 -0.2741
O -3.2572 2.3671 1.0600
C -3.0289 3.6896 0.6069
H -3.9685 4.2492 0.5472
C -2.3536 3.7241 -0.7740
O -1.1580 2.9709 -0.8517
C 0.0414 3.6230 -0.4532
H 0.0821 4.6312 -0.8792
H 0.8452 3.0225 -0.8857
C 0.2436 3.6838 1.0744
N -0.1043 2.4186 1.6696
C 0.8069 1.4259 1.7660
N 2.0747 1.7615 1.9180
C 2.9335 0.7387 1.9688
N 4.2458 1.0308 2.1053
C 5.2434 0.0887 1.6477
H 6.0230 -0.0186 2.4062
H 4.7480 -0.8718 1.5062
C 5.8463 0.6292 0.3228
N 4.8987 1.5642 -0.2520
C 3.8025 1.2326 -0.9572
O 2.9017 2.0242 -1.1849
C 3.7503 -0.1788 -1.5660
N 2.4047 -0.6741 -1.4699
C 1.2374 -0.0592 -1.7449
C 0.2792 -0.9542 -1.3134
N 0.9178 -2.0454 -0.8396
N 2.1786 -1.8665 -0.9365
C -1.2001 -0.8236 -1.2168
N -1.5201 0.1875 -0.1721
H -2.4958 0.0677 0.1581
H -0.8220 0.0951 0.6782
H -1.5866 -1.7877 -0.8747
C -1.8580 -0.4482 -2.5477
C -3.3579 -0.5335 -2.4559
C -3.9766 -1.7580 -2.2368
C -5.3474 -1.8482 -2.1042
C -6.1330 -0.7036 -2.1902
C -5.5256 0.5219 -2.4477
C -4.1526 0.5975 -2.5773
H -3.6921 1.5507 -2.7967
H -6.1489 1.3964 -2.5479
O -7.4764 -0.7325 -2.0365
H -7.7790 -1.6398 -1.9088
H -5.8141 -2.8079 -1.9320
H -3.3812 -2.6581 -2.1822
H -1.4978 -1.1403 -3.3120
H -1.5490 0.5591 -2.8327
H 1.1782 0.9109 -2.1853
C 4.2415 -0.1231 -3.0205
H 3.5042 0.4010 -3.6305
C 4.4916 -1.5218 -3.5788
C 5.6918 -2.1820 -2.9385
O 6.2871 -1.7572 -1.9808
O 6.0207 -3.3071 -3.5590
H 6.7879 -3.7331 -3.1432
H 4.6640 -1.4846 -4.6551
H 3.6311 -2.1737 -3.4079
H 5.1719 0.4465 -3.0456
H 4.3502 -0.8939 -1.0039
C 4.8430 2.7927 0.5226
H 3.9886 3.3687 0.1676
C 4.6744 2.4071 2.0144
H 5.6218 2.4920 2.5508
H 3.9269 3.0355 2.4945
H 5.7592 3.3645 0.3612
H 6.1048 -0.1724 -0.3661
H 6.7579 1.1959 0.5254
N 2.5797 -0.5440 1.9582
C 1.2731 -0.7939 1.9018
N 0.3349 0.1663 1.7186
N 0.8742 -2.0603 2.0231
C -0.5087 -2.4712 2.0359
H -1.1477 -1.5938 2.1251
H -0.7225 -3.0139 1.1075
C -0.7353 -3.4067 3.2336
O 0.1429 -4.5000 3.2007
C 1.4854 -4.0705 3.2432
H 2.0960 -4.9730 3.2135
C 1.8121 -3.1622 2.0554
H 2.8170 -2.7551 2.1406
H 1.7177 -3.7205 1.1180
H 1.6754 -3.5320 4.1839
H -1.7445 -3.8224 3.2087
H -0.5985 -2.8386 4.1674
H -1.4115 1.1519 -0.5388
H -1.0714 2.1383 1.5782
H 1.2972 3.8708 1.2798
H -0.3524 4.4766 1.5304
H -2.1699 4.7667 -1.0559
H -3.0243 3.2742 -1.5119
H -2.3964 4.1662 1.3585
H -4.3525 0.6158 2.5419
H -5.8153 0.3090 1.5601
H -3.7276 -2.4523 0.6701
H -7.9262 -2.6427 0.9996
```

| no. | largest force on an atom (hartree/bohr) | E (eV) |
| --- | --- | --- |
| 1 | 0.0222 | -126363.4008 |
| 2 | 0.0738 | -31250.7867 |
| 3 | 0.0536 | -11014.7783 |
| 4 | 0.0250 | -69872.4587 |